{
  "formula": "C36H23CaCl7N2O6PS",
  "method": "ωB97M-V/def2-TZVPD",
  "homo_energy_ev": -4.728,
  "fmax_ev_per_a": 3.17,
  "orbital_gap_ev": 6.9,
  "total_charge": -1,
  "e_above_lowest_kcal_mol": 42.8,
  "lumo_energy_ha": 0.08078,
  "symbols": ["Ca", "Cl", "C", "C", "Cl", "C", "Cl", "C", "O", "C", "Cl", "C", "Cl", "Cl", "C", "C", "C", "C", "C", "Cl", "C", "S", "H", "H", "H", "C", "C", "N", "C", "C", "N", "C", "O", "O", "C", "O", "O", "H", "H", "H", "H", "H", "O", "P", "C", "C", "C", "C", "C", "C", "C", "C", "C", "C", "C", "C", "C", "C", "C", "C", "C", "C", "H", "H", "H", "H", "H", "H", "H", "H", "H", "H", "H", "H", "H", "H", "H"],
  "positions_angstrom": [[0.941, 1.148, 0.221], [2.639, 5.538, 5.790], [2.373, 4.760, 4.280], [1.913, 3.448, 4.229], [1.593, 2.596, 5.689], [1.721, 2.820, 3.015], [1.158, 1.206, 2.954], [1.983, 3.457, 1.768], [1.843, 2.883, 0.661], [2.445, 4.801, 1.875], [2.768, 5.605, 0.394], [2.634, 5.433, 3.085], [3.206, 7.054, 3.134], [4.077, 1.180, 0.153], [4.738, -0.423, 0.215], [6.107, -0.576, 0.324], [6.663, -1.845, 0.386], [5.835, -2.957, 0.355], [4.474, -2.789, 0.252], [3.462, -4.187, 0.233], [3.857, -1.523, 0.163], [2.160, -1.399, -0.014], [6.740, 0.298, 0.361], [7.732, -1.968, 0.463], [6.249, -3.953, 0.415], [2.595, 0.086, -3.232], [1.402, 0.952, -3.078], [0.857, 1.320, -1.942], [-0.234, 2.077, -2.228], [-0.359, 2.174, -3.601], [0.693, 1.452, -4.111], [-1.324, 2.817, -4.523], [-2.287, 3.503, -3.978], [-1.183, 2.672, -5.723], [-1.116, 2.608, -1.137], [-2.121, 3.274, -1.490], [-0.820, 2.337, 0.034], [2.885, -0.287, -2.250], [3.426, 0.641, -3.669], [2.365, -0.762, -3.879], [0.860, 1.357, -5.102], [-2.258, 3.464, -2.911], [-0.496, -0.308, 0.475], [-1.743, -1.079, 0.380], [-1.386, -2.863, 0.430], [-0.352, -3.247, 1.277], [-0.005, -4.580, 1.384], [-0.686, -5.530, 0.639], [-1.715, -5.148, -0.207], [-2.072, -3.815, -0.310], [-2.846, -0.735, 1.782], [-2.696, 0.472, 2.455], [-3.502, 0.748, 3.547], [-4.452, -0.173, 3.959], [-4.606, -1.372, 3.279], [-3.801, -1.656, 2.192], [-2.690, -0.770, -1.148], [-4.048, -0.481, -1.145], [-4.713, -0.282, -2.342], [-4.026, -0.367, -3.542], [-2.669, -0.651, -3.547], [-2.001, -0.854, -2.353], [0.188, -2.486, 1.824], [0.801, -4.879, 2.036], [-0.407, -6.571, 0.711], [-2.236, -5.892, -0.794], [-2.873, -3.510, -0.972], [-1.956, 1.182, 2.107], [-3.390, 1.682, 4.078], [-5.076, 0.041, 4.815], [-5.352, -2.086, 3.598], [-3.903, -2.590, 1.655], [-4.581, -0.414, -0.207], [-5.771, -0.060, -2.338], [-4.547, -0.207, -4.474], [-2.140, -0.719, -4.487], [-0.942, -1.087, -2.333]],
  "forces_ev_per_a": [[2.0, -2.3, 0.8], [0.0, 0.1, 0.3], [0.0, -0.1, 0.0], [0.1, 0.2, 0.0], [0.0, -0.1, 0.2], [0.2, 0.6, -0.2], [-0.2, -0.6, 0.4], [0.4, 0.8, 1.0], [1.1, 2.1, 0.3], [-0.1, -0.1, -0.1], [0.1, 0.1, -0.2], [-0.1, -0.2, 0.1], [0.1, 0.2, 0.0], [0.2, 0.0, 0.0], [0.0, -0.4, 0.0], [0.1, 0.0, 0.0], [0.0, 0.0, 0.0], [0.2, 0.0, 0.0], [0.0, 0.4, 0.0], [0.0, -0.5, 0.0], [0.2, -0.1, -0.1], [-0.4, 0.1, 0.1], [0.0, 0.1, 0.0], [0.1, 0.0, 0.0], [0.0, 0.0, 0.0], [0.1, 0.0, 0.0], [0.1, -0.1, -0.3], [0.3, -0.1, -1.6], [-0.5, 0.4, -1.0], [-0.1, 0.1, 0.5], [-0.2, 0.2, 0.1], [-0.1, 0.0, 0.1], [-0.1, 0.1, 0.3], [0.1, 0.0, -0.1], [-0.8, 0.5, -0.6], [-0.1, 0.1, -0.4], [-1.0, 0.6, 0.3], [0.0, 0.0, -0.1], [0.0, 0.0, 0.0], [0.0, 0.0, 0.0], [0.0, 0.0, 0.1], [0.2, -0.2, -0.3], [-0.8, -1.0, 0.4], [-1.6, -1.1, -0.1], [-0.2, 0.5, 0.0], [0.0, 0.2, 0.1], [0.0, -0.1, 0.0], [0.0, 0.0, 0.0], [-0.1, -0.2, -0.1], [-0.1, 0.1, -0.1], [0.3, -0.1, -0.4], [0.1, 0.0, -0.2], [0.0, 0.1, 0.1], [0.0, 0.0, 0.0], [-0.1, -0.1, 0.0], [0.0, 0.0, -0.1], [0.3, -0.1, 0.5], [0.0, 0.0, 0.2], [-0.1, 0.0, -0.1], [0.0, 0.0, 0.1], [0.0, 0.0, -0.1], [0.2, -0.1, 0.1], [0.1, -0.1, 0.0], [0.1, 0.0, 0.0], [0.0, -0.1, 0.0], [0.0, 0.0, 0.0], [0.0, 0.0, -0.1], [0.0, 0.1, 0.0], [0.0, 0.1, 0.0], [0.0, 0.0, 0.1], [0.0, 0.0, 0.0], [0.0, -0.1, 0.0], [0.0, 0.0, 0.0], [0.0, 0.0, 0.0], [0.0, 0.0, -0.1], [0.1, 0.0, 0.0], [0.1, 0.0, -0.1]]
}

***

{
  "formula": "C36H25AsCl2GaN4O2",
  "method": "ωB97M-V/def2-TZVPD",
  "homo_energy_ev": -10.061,
  "fmax_ev_per_a": 0.81,
  "orbital_gap_ev": 6.9,
  "total_charge": 1,
  "lumo_energy_ha": -0.11579,
  "symbols": ["Ga", "Cl", "C", "C", "C", "N", "C", "O", "C", "C", "C", "C", "C", "N", "C", "C", "C", "Cl", "N", "C", "O", "C", "C", "C", "C", "C", "N", "H", "H", "H", "H", "H", "H", "H", "H", "H", "H", "C", "C", "C", "C", "C", "C", "As", "C", "C", "C", "C", "C", "C", "C", "C", "C", "C", "C", "C", "H", "H", "H", "H", "H", "H", "H", "H", "H", "H", "H", "H", "H", "H", "H"],
  "positions_angstrom": [[-0.222, -0.387, 0.146], [4.442, -2.955, -3.922], [3.093, -2.062, -3.326], [2.680, -2.288, -2.012], [1.602, -1.593, -1.510], [1.186, -1.626, -0.156], [2.107, -1.743, 0.845], [2.952, -2.586, 1.003], [2.150, -0.458, 1.678], [3.105, -0.277, 2.657], [3.331, 1.002, 3.143], [2.600, 2.057, 2.624], [1.619, 1.795, 1.683], [1.396, 0.563, 1.226], [0.937, -0.639, -2.326], [1.350, -0.423, -3.623], [2.433, -1.145, -4.125], [2.924, -0.862, -5.754], [-0.181, -0.040, -1.717], [-1.257, 0.493, -2.331], [-1.353, 1.015, -3.417], [-2.509, 0.155, -1.517], [-3.771, 0.422, -2.001], [-4.862, -0.164, -1.372], [-4.648, -1.015, -0.301], [-3.353, -1.203, 0.151], [-2.311, -0.608, -0.426], [3.201, -3.014, -1.406], [3.686, -1.132, 2.975], [4.087, 1.177, 3.896], [2.771, 3.074, 2.948], [0.998, 2.584, 1.282], [0.842, 0.297, -4.247], [-3.864, 1.038, -2.885], [-5.864, 0.015, -1.737], [-5.462, -1.530, 0.190], [-3.142, -1.855, 0.985], [1.273, 0.211, 6.330], [0.870, 1.440, 5.829], [0.080, 1.506, 4.690], [-0.328, 0.338, 4.056], [0.094, -0.893, 4.552], [0.890, -0.957, 5.686], [-1.439, 0.342, 2.464], [-1.828, 2.207, 2.112], [-1.564, 2.737, 0.853], [-1.839, 4.068, 0.567], [-2.385, 4.880, 1.549], [-2.655, 4.362, 2.808], [-2.380, 3.033, 3.091], [-3.141, -0.337, 3.106], [-3.197, -1.637, 3.605], [-4.400, -2.163, 4.047], [-5.558, -1.397, 3.987], [-5.507, -0.108, 3.477], [-4.302, 0.422, 3.034], [1.887, 0.162, 7.219], [1.169, 2.354, 6.326], [-0.215, 2.475, 4.309], [-0.178, -1.817, 4.054], [1.209, -1.919, 6.064], [-1.138, 2.131, 0.060], [-1.628, 4.461, -0.419], [-2.603, 5.918, 1.333], [-3.083, 4.995, 3.575], [-2.599, 2.640, 4.076], [-2.311, -2.258, 3.642], [-4.434, -3.172, 4.437], [-6.497, -1.807, 4.334], [-6.406, 0.491, 3.421], [-4.288, 1.420, 2.617]],
  "forces_ev_per_a": [[-0.2, -0.1, 0.1], [0.0, 0.0, 0.0], [0.0, -0.1, 0.1], [0.0, -0.1, -0.2], [0.0, 0.4, -0.1], [-0.5, -0.6, 0.3], [0.2, 0.5, 0.0], [0.0, -0.1, 0.0], [0.1, 0.0, 0.0], [0.1, 0.0, 0.0], [0.0, -0.1, 0.0], [-0.1, 0.1, 0.0], [0.1, 0.0, 0.1], [0.0, 0.0, 0.0], [0.0, -0.2, 0.1], [0.1, -0.1, -0.1], [-0.1, 0.1, 0.0], [0.0, 0.0, 0.0], [0.4, 0.6, 0.1], [-0.2, -0.4, 0.1], [0.0, 0.0, -0.1], [0.1, 0.0, -0.1], [0.0, 0.0, 0.0], [0.0, 0.0, 0.0], [0.0, 0.0, 0.0], [-0.1, 0.0, 0.0], [0.0, 0.0, -0.1], [0.0, 0.0, 0.0], [0.0, 0.0, 0.0], [0.0, 0.0, 0.0], [0.0, 0.0, 0.0], [0.0, 0.0, 0.0], [0.0, 0.0, 0.0], [0.0, 0.0, 0.0], [0.0, 0.0, 0.0], [0.0, 0.0, 0.0], [0.0, 0.0, 0.0], [0.0, 0.0, 0.0], [0.0, 0.0, 0.0], [-0.1, 0.1, 0.0], [0.1, -0.1, -0.1], [0.1, -0.1, 0.0], [0.0, 0.0, 0.0], [0.1, 0.2, 0.0], [0.1, 0.0, -0.1], [0.0, 0.0, -0.1], [0.0, 0.0, 0.1], [0.0, 0.0, 0.0], [0.0, 0.0, 0.0], [0.0, -0.1, 0.1], [0.0, -0.1, 0.0], [0.0, 0.0, 0.0], [0.0, 0.0, 0.0], [0.0, 0.0, 0.0], [0.0, 0.0, 0.0], [0.0, 0.0, -0.1], [0.0, 0.0, 0.0], [0.0, 0.0, 0.0], [0.0, 0.0, 0.0], [0.0, 0.0, 0.0], [0.0, 0.0, 0.0], [0.0, -0.1, 0.0], [0.0, 0.0, 0.0], [0.0, 0.0, 0.0], [0.0, 0.0, 0.0], [0.0, 0.0, 0.0], [0.0, 0.0, 0.0], [0.0, 0.0, 0.0], [0.0, 0.0, 0.0], [0.0, 0.0, 0.0], [0.0, 0.0, 0.0]]
}

***

{
  "formula": "C36H25BCl5N6O2Rb",
  "method": "ωB97M-V/def2-TZVPD",
  "homo_energy_ev": -2.559,
  "fmax_ev_per_a": 2.70,
  "orbital_gap_ev": 5.9,
  "total_charge": -2,
  "e_above_lowest_kcal_mol": 0.0,
  "lumo_energy_ha": 0.12368,
  "symbols": ["Rb", "C", "O", "C", "C", "C", "C", "C", "C", "N", "N", "C", "C", "O", "C", "C", "C", "C", "C", "C", "C", "C", "H", "H", "H", "H", "H", "H", "H", "H", "H", "H", "H", "H", "H", "Cl", "C", "C", "C", "Cl", "C", "Cl", "C", "Cl", "C", "Cl", "B", "C", "N", "H", "H", "H", "N", "C", "C", "C", "C", "C", "C", "N", "C", "C", "C", "C", "N", "C", "C", "H", "H", "H", "H", "H", "H", "H", "H", "H"],
  "positions_angstrom": [[-0.658, 0.605, 1.748], [-0.803, 1.540, 5.066], [0.108, 0.584, 4.538], [-0.009, -0.672, 5.062], [-0.821, -0.976, 6.116], [-0.885, -2.303, 6.545], [-0.149, -3.282, 5.885], [0.611, -2.965, 4.736], [0.694, -1.662, 4.332], [1.233, -1.268, 3.115], [2.320, -1.882, 2.915], [3.070, -1.723, 1.769], [2.810, -0.810, 0.704], [1.800, -0.045, 0.622], [3.761, -0.838, -0.458], [4.767, -1.704, -0.556], [5.036, -2.605, 0.513], [5.997, -3.586, 0.374], [6.274, -4.571, 1.313], [5.552, -4.518, 2.516], [4.512, -3.592, 2.653], [4.253, -2.593, 1.677], [-0.631, 1.749, 6.093], [-1.890, 1.239, 4.990], [-0.587, 2.350, 4.394], [-1.505, -0.252, 6.536], [-1.552, -2.579, 7.312], [-0.087, -4.287, 6.290], [1.213, -3.696, 4.255], [3.571, -0.010, -1.126], [5.388, -1.646, -1.434], [6.472, -3.559, -0.652], [7.033, -5.269, 1.170], [5.759, -5.282, 3.270], [3.938, -3.587, 3.541], [-1.555, 3.475, 0.202], [-0.607, 4.398, 1.442], [0.097, 3.654, 2.357], [0.767, 4.505, 3.235], [1.523, 3.858, 4.723], [0.848, 5.888, 3.126], [1.752, 6.862, 4.203], [0.127, 6.516, 2.123], [0.310, 8.272, 1.941], [-0.670, 5.755, 1.282], [-1.410, 6.471, -0.094], [-5.973, -0.823, 1.827], [-4.387, -0.615, 1.915], [-3.304, -0.179, 1.947], [-6.235, -2.058, 1.974], [-6.603, -0.145, 2.566], [-6.135, -0.483, 0.607], [-2.832, 0.782, -5.963], [-2.745, 0.748, -7.375], [-3.625, 1.179, -8.376], [-3.207, 0.956, -9.662], [-1.977, 0.352, -9.945], [-1.082, -0.029, -8.954], [-1.487, 0.180, -7.634], [-0.885, -0.134, -6.441], [-1.659, 0.292, -5.524], [-1.421, 0.162, -4.095], [-2.500, 0.073, -3.242], [-2.181, 0.003, -1.866], [-0.976, 0.043, -1.356], [0.051, -0.034, -2.201], [-0.097, 0.007, -3.573], [-3.582, 1.234, -5.453], [-4.585, 1.541, -8.230], [-3.864, 1.238, -10.471], [-1.592, 0.329, -10.943], [-0.136, -0.449, -9.126], [-3.525, 0.026, -3.620], [-3.004, -0.058, -1.164], [1.042, -0.076, -1.704], [0.733, -0.020, -4.281]],
  "forces_ev_per_a": [[0.5, 0.2, -0.3], [-1.0, -0.5, -1.4], [-0.6, -0.6, 0.9], [0.4, 0.4, -1.3], [-0.6, -0.6, 0.4], [0.8, -0.3, -1.2], [0.5, 0.2, -0.1], [-0.4, 0.0, 1.9], [-1.3, 0.5, 0.6], [1.5, 0.0, -0.9], [0.5, 0.0, -0.4], [0.6, -0.2, 0.2], [-1.0, 0.4, -0.8], [1.3, -0.7, 0.0], [-1.1, 0.8, 1.4], [-0.2, 0.7, -0.1], [-0.1, -0.5, 0.4], [1.3, -0.8, -1.8], [-1.2, 2.0, 0.3], [-0.7, 0.2, -0.5], [1.5, -0.2, -0.5], [-1.5, -0.2, 0.5], [0.5, 0.4, 0.9], [1.0, 0.0, -0.3], [-0.4, 0.8, 0.2], [0.3, 0.1, 0.1], [-0.6, -0.2, 1.0], [-0.3, 0.0, -0.2], [0.2, -0.6, -0.5], [0.0, -0.2, -0.5], [0.4, -0.3, -0.1], [-0.1, -0.4, 1.3], [1.1, -1.1, -0.3], [-0.2, 0.4, 0.0], [-0.6, 0.0, 0.7], [0.1, -0.1, 0.2], [-0.5, -1.7, -0.9], [0.1, 0.9, 0.9], [-0.1, -0.5, 0.3], [0.2, -0.2, -0.4], [-0.4, 0.0, -0.2], [0.5, 0.3, 0.5], [0.2, 1.0, 0.0], [-0.4, -0.8, -0.2], [0.8, 0.9, -0.3], [-0.3, 0.5, -0.1], [0.4, -1.5, -1.7], [0.7, 1.4, 0.6], [-1.3, -1.0, -0.1], [0.1, 0.9, -0.1], [-0.1, 0.4, 0.4], [-0.3, -0.3, 0.8], [-1.2, 0.8, -2.3], [-0.6, 0.5, 0.9], [1.7, -1.2, 0.2], [0.2, -0.2, -0.5], [1.0, 0.4, 0.3], [-1.7, 0.6, 0.7], [-0.8, -0.1, -0.2], [1.9, -0.3, -1.3], [-0.4, -0.4, 1.9], [1.2, -0.7, 0.6], [0.7, 0.0, 0.8], [-1.7, 0.2, -0.5], [0.1, -0.5, 0.1], [1.3, 0.3, 0.1], [-1.2, 0.4, -0.7], [0.5, -0.2, 0.0], [-1.6, 0.8, 0.7], [0.0, 0.1, -0.2], [-0.3, -0.3, -0.6], [1.1, -0.5, -0.5], [0.3, 0.1, 0.4], [0.0, 0.1, 0.2], [-0.7, 0.0, -0.4], [-0.2, 0.0, 0.4]]
}